1.
The following is a quantum chemistry calculation of a cluster of 9 separate species, C9H36O9 in total, from the OMol25 dataset.

```
! wB97M-V def2-TZVPD RIJCOSX def2/J DEFGRID3
* xyz 0 1
C -9.054 -18.620 -1.412
O -10.037 -19.351 -0.711
H -8.157 -19.223 -1.529
H -9.405 -18.291 -2.394
H -8.753 -17.705 -0.883
H -10.862 -18.843 -0.654
C -11.262 -20.407 5.245
O -11.335 -19.783 3.970
H -12.296 -20.603 5.527
H -10.658 -21.316 5.165
H -10.763 -19.828 6.031
H -10.599 -20.063 3.412
C -10.061 -17.138 6.392
O -9.005 -17.674 5.595
H -9.938 -16.058 6.454
H -11.000 -17.477 5.955
H -10.111 -17.596 7.389
H -8.172 -17.384 5.978
C -8.660 -18.825 2.436
O -9.280 -19.993 1.912
H -9.257 -17.935 2.221
H -8.654 -18.937 3.522
H -7.620 -18.699 2.125
H -9.517 -19.807 0.978
C -12.310 -21.929 1.342
O -12.471 -23.261 1.773
H -11.238 -21.676 1.366
H -12.578 -21.698 0.304
H -12.756 -21.235 2.047
H -12.081 -23.880 1.154
C -12.865 -18.279 1.614
O -12.561 -18.516 0.232
H -13.401 -19.123 2.043
H -11.930 -18.253 2.174
H -13.327 -17.307 1.790
H -13.399 -18.399 -0.228
C -6.259 -20.066 6.165
O -5.517 -21.268 6.200
H -6.920 -19.970 5.298
H -6.953 -20.109 7.009
H -5.627 -19.183 6.293
H -5.090 -21.414 5.352
C -5.140 -16.651 2.752
O -4.728 -15.310 2.990
H -5.912 -16.765 1.981
H -4.258 -17.212 2.444
H -5.576 -17.122 3.645
H -5.543 -14.804 3.104
C -9.586 -22.892 -0.799
O -8.576 -23.872 -0.810
H -9.368 -22.101 -0.065
H -9.597 -22.376 -1.756
H -10.582 -23.238 -0.506
H -8.459 -24.238 0.069
*
```

* energy above the lowest of the compared OMol25 structures with the same formula, charge and spin: 118.5 kcal per mole
* SMILES string: CO.CO.CO.CO.CO.CO.CO.CO.CO
* HOMO: -9.9 eV

These are the natural (NBO) partial charges, in e, on atoms 1 to 4: atom 1 (C): -0.251, atom 2 (O): -0.759, atom 3 (H): 0.187, atom 4 (H): 0.170

***

2.
The following is a quantum chemistry calculation of a cluster of 10 separate species, C9H40BN18O9 in total, from the OMol25 dataset.

```
! wB97M-V def2-TZVPD RIJCOSX def2/J DEFGRID3
* xyz -1 1
B 0.110 0.358 -0.184
H 0.930 1.210 -0.227
H 0.135 -0.161 0.874
H -0.988 0.783 -0.301
H 0.312 -0.470 -1.008
C 1.039 -3.747 -3.162
O 0.650 -4.220 -4.219
N 1.749 -2.571 -3.110
N 0.936 -4.420 -1.977
H 1.932 -2.219 -2.184
H 2.043 -2.161 -3.970
H 1.137 -4.052 -1.064
H 0.815 -5.413 -2.052
C -4.462 2.472 2.740
O -4.930 3.437 2.189
N -3.203 1.961 2.528
N -5.090 1.809 3.803
H -2.914 1.235 3.155
H -2.631 2.457 1.859
H -6.072 1.977 3.922
H -4.744 0.890 4.023
C 1.112 0.989 3.688
O 1.369 0.857 4.873
N 0.073 1.745 3.213
N 1.822 0.410 2.677
H -0.159 1.617 2.240
H -0.448 2.419 3.738
H 1.672 0.646 1.712
H 2.539 -0.243 2.935
C 1.515 1.542 -4.043
O 1.841 1.689 -5.208
N 1.589 2.540 -3.092
N 1.026 0.373 -3.552
H 1.108 2.356 -2.232
H 1.922 3.434 -3.394
H 1.071 -0.411 -4.170
H 0.658 0.258 -2.616
C -2.153 -2.889 0.452
O -2.861 -3.863 0.629
N -1.469 -2.645 -0.716
N -2.046 -1.816 1.294
H -0.858 -1.841 -0.766
H -1.399 -3.416 -1.357
H -2.438 -1.849 2.214
H -1.657 -0.982 0.891
C -0.600 4.362 0.619
O -1.514 3.856 1.252
N 0.250 3.652 -0.174
N -0.340 5.713 0.705
H 0.027 2.666 -0.274
H 1.158 3.967 -0.458
H -1.020 6.236 1.220
H 0.474 6.023 0.212
C -4.313 0.496 -1.514
O -5.288 0.343 -2.238
N -4.421 0.663 -0.160
N -3.063 0.754 -1.987
H -3.550 0.797 0.318
H -5.305 0.593 0.301
H -2.212 0.739 -1.436
H -2.939 0.668 -2.980
C 1.626 -3.975 1.547
O 0.725 -4.330 2.284
N 1.827 -2.700 1.143
N 2.589 -4.863 1.109
H 2.579 -2.422 0.525
H 1.149 -2.032 1.475
H 3.237 -4.709 0.356
H 2.666 -5.764 1.542
C 4.223 -0.569 -0.623
O 3.635 -1.621 -0.857
N 3.572 0.604 -0.457
N 5.579 -0.487 -0.559
H 3.974 1.525 -0.438
H 2.562 0.671 -0.434
H 6.109 -1.334 -0.624
H 6.023 0.403 -0.441
*
```

* HOMO: -7.0 eV

These are the Löwdin partial charges, in e, on atoms 1 to 4: atom 1 (B): -0.401, atom 2 (H): -0.040, atom 3 (H): -0.032, atom 4 (H): -0.020

***

3.
The following is a quantum chemistry calculation of a structure of composition C9H56CdNO20, from the OMol25 dataset.

```
! wB97M-V def2-TZVPD RIJCOSX def2/J DEFGRID3
* xyz 2 2
Cd -2.712 -1.323 2.756
C 1.110 -0.404 1.383
C 0.393 0.160 0.146
C 1.128 -0.392 -1.046
C 0.312 -0.303 -2.339
C -1.079 -0.890 -2.301
C -1.885 -0.197 -1.126
N -1.083 -0.303 0.147
O -1.780 0.041 1.305
C -3.229 -1.085 -1.153
C -2.276 1.222 -1.534
C 0.595 1.710 0.122
H 2.186 -0.373 1.211
H 0.850 -1.418 1.686
H 1.065 0.285 2.226
H 1.512 -1.376 -0.778
H 2.057 0.130 -1.276
H 0.813 -0.892 -3.107
H 0.352 0.721 -2.711
H -1.044 -1.970 -2.159
H -1.526 -0.643 -3.264
H -3.469 -1.645 -2.057
H -4.092 -0.524 -0.795
H -3.005 -1.977 -0.567
H -2.896 1.145 -2.426
H -1.459 1.944 -1.545
H -2.864 1.671 -0.733
H 1.473 2.152 0.593
H -0.236 2.220 0.609
H 0.664 2.114 -0.888
O -0.704 1.835 3.600
H 0.197 2.152 3.654
H -0.666 1.106 2.980
O -5.422 1.597 0.776
H -5.983 0.854 1.001
H -4.603 1.198 0.480
O -4.524 -1.738 1.782
H -4.783 -2.655 1.690
H -5.252 -1.243 1.407
O -1.409 0.941 -5.925
H -1.082 0.358 -6.610
H -1.354 0.422 -5.122
O -1.207 -1.211 4.117
H -0.749 -0.549 4.635
H -0.544 -1.878 3.941
O 2.585 4.432 -0.801
H 1.662 4.424 -0.547
H 2.838 5.354 -0.759
O 3.291 -3.552 -0.252
H 3.949 -2.869 -0.119
H 3.214 -3.980 0.601
O 4.686 -1.689 1.627
H 5.188 -0.878 1.718
H 4.592 -2.014 2.523
O -3.740 0.419 3.486
H -3.308 0.863 4.216
H -4.516 0.950 3.307
O 3.283 0.485 -3.918
H 2.562 -0.145 -3.915
H 3.397 0.715 -4.840
O -0.352 4.608 0.104
H -0.306 4.058 -0.679
H -0.812 5.396 -0.184
O 1.841 2.509 3.977
H 2.271 1.734 4.338
H 2.441 2.822 3.299
O -3.512 3.337 2.126
H -3.170 2.473 1.897
H -4.294 3.438 1.583
O 1.380 -3.933 -4.482
H 1.995 -3.209 -4.364
H 1.259 -4.290 -3.602
O 3.734 -2.662 -3.364
H 4.195 -3.498 -3.284
H 3.659 -2.344 -2.464
O 4.259 2.268 -2.039
H 3.442 2.522 -1.611
H 4.009 1.560 -2.633
O 3.848 0.472 4.166
H 3.841 -0.366 3.703
H 4.674 0.471 4.650
O -0.540 -3.640 -0.403
H -0.309 -2.725 -0.560
H 0.107 -4.140 -0.902
O -1.856 -3.112 1.990
H -1.813 -3.931 2.484
H -1.463 -3.322 1.143
*
```

* energy above the lowest of the compared OMol25 structures with the same formula, charge and spin: 0.0 kcal per mole
* HOMO (spin up / spin down): -14.1 / -14.1 eV

These are the Löwdin partial charges, in e, on atoms 1 to 4: atom 1 (Cd): 1.395, atom 2 (C): -0.022, atom 3 (C): -0.412, atom 4 (C): -0.140

***

4.
The following is a quantum chemistry calculation of a structure of composition C9H56NO20Pd, from the OMol25 dataset.

```
! wB97M-V def2-TZVPD RIJCOSX def2/J DEFGRID3
* xyz 1 3
Pd -40.544 9.178 12.775
C -41.589 9.368 17.602
C -41.903 10.506 16.603
C -42.378 11.785 17.443
C -41.237 12.564 18.152
C -40.083 12.832 17.117
C -39.611 11.586 16.387
N -40.742 10.820 15.767
O -40.274 9.706 14.956
C -38.689 10.772 17.298
C -38.745 12.201 15.227
C -43.224 10.026 15.786
H -40.998 9.712 18.450
H -40.974 8.573 17.180
H -42.379 8.802 18.097
H -43.147 11.553 18.180
H -42.959 12.426 16.781
H -40.998 11.877 18.963
H -41.666 13.463 18.594
H -39.316 13.440 17.596
H -40.597 13.482 16.410
H -38.212 9.922 16.809
H -39.164 10.466 18.230
H -38.028 11.507 17.756
H -37.962 11.538 14.859
H -38.243 13.131 15.497
H -39.353 12.375 14.340
H -43.456 10.570 14.871
H -44.110 10.011 16.422
H -43.083 9.022 15.385
O -39.324 11.560 9.568
H -39.036 12.472 9.538
H -39.715 11.403 8.708
O -38.263 8.213 9.111
H -37.510 7.735 9.457
H -37.948 8.600 8.295
O -40.344 11.211 11.892
H -39.931 11.349 11.040
H -40.665 12.076 12.146
O -44.794 10.269 11.079
H -44.827 11.186 10.808
H -44.976 9.776 10.279
O -36.695 10.550 10.588
H -35.938 10.401 10.021
H -37.446 10.529 9.995
O -36.846 7.111 14.121
H -37.293 6.302 14.371
H -35.994 7.058 14.554
O -38.410 8.806 12.489
H -37.839 9.241 11.856
H -37.825 8.543 13.200
O -43.586 6.239 12.603
H -44.267 6.353 11.940
H -43.010 5.565 12.243
O -42.814 13.227 13.670
H -42.764 13.028 14.606
H -43.748 13.348 13.500
O -42.898 7.239 9.672
H -43.755 6.861 9.871
H -43.095 8.017 9.149
O -37.243 13.140 11.162
H -36.653 13.506 11.821
H -37.009 12.213 11.119
O -36.489 7.076 10.814
H -35.707 7.608 10.663
H -36.445 6.842 11.741
O -42.517 5.352 15.614
H -42.564 5.237 14.665
H -41.807 4.773 15.891
O -38.550 7.180 16.194
H -38.801 8.104 16.214
H -37.623 7.178 16.431
O -41.258 5.121 9.631
H -41.930 5.800 9.574
H -41.107 4.855 8.724
O -40.532 7.093 13.351
H -40.866 6.231 13.103
H -40.359 7.022 14.290
O -42.814 9.004 12.616
H -43.064 8.085 12.712
H -43.624 9.448 12.365
O -40.605 8.490 10.650
H -41.359 8.176 10.151
H -39.858 8.352 10.067
O -41.537 4.522 12.193
H -41.197 3.627 12.206
H -41.269 4.867 11.341
*
```

* energy above the lowest of the compared OMol25 structures with the same formula, charge and spin: 0.0 kcal per mole
* HOMO (spin up / spin down): -8.9 / -8.4 eV

These are the Löwdin partial charges, in e, on atoms 1 to 4: atom 1 (Pd): 1.010, atom 2 (C): -0.046, atom 3 (C): -0.435, atom 4 (C): -0.138

***

5.
The following is a quantum chemistry calculation of a structure of composition C9H58CdNO21, from the OMol25 dataset.

```
! wB97M-V def2-TZVPD RIJCOSX def2/J DEFGRID3
* xyz 1 1
Cd -0.616 2.632 -3.847
C -1.017 1.770 0.953
C 0.331 1.411 0.336
C 1.102 0.463 1.255
C 0.607 -0.988 1.291
C 0.575 -1.491 -0.173
C -0.276 -0.570 -1.095
N 0.221 0.790 -0.992
O -0.023 1.693 -2.028
C -1.774 -0.681 -0.731
C -0.153 -1.235 -2.493
C 1.187 2.673 0.294
H -1.793 1.994 0.222
H -0.935 2.675 1.561
H -1.363 0.966 1.603
H 1.053 0.849 2.278
H 2.173 0.484 1.036
H -0.327 -1.072 1.851
H 1.358 -1.528 1.877
H 0.263 -2.531 -0.289
H 1.591 -1.458 -0.572
H -2.166 -1.683 -0.923
H -2.442 0.031 -1.222
H -1.882 -0.490 0.335
H -0.736 -2.155 -2.466
H 0.872 -1.481 -2.775
H -0.551 -0.609 -3.296
H 1.329 3.104 1.288
H 0.718 3.515 -0.219
H 2.202 2.574 -0.095
O -2.877 -1.236 -3.896
H -2.318 -1.579 -4.617
H -2.810 -1.900 -3.201
O -2.141 -0.662 4.082
H -2.683 -1.456 4.126
H -1.229 -0.978 4.208
O -4.584 -1.458 1.072
H -5.208 -2.068 1.478
H -5.054 -1.123 0.273
O -4.240 3.036 1.304
H -4.212 2.078 1.427
H -4.172 3.400 2.194
O -0.887 -2.717 -5.544
H -1.245 -3.595 -5.363
H -0.113 -2.645 -4.970
O -2.436 1.623 -3.851
H -3.281 1.937 -4.208
H -2.610 0.720 -3.505
O 5.251 0.613 1.708
H 4.769 -0.104 2.166
H 4.846 1.439 2.035
O -1.037 -6.081 0.062
H -0.740 -5.263 0.483
H -1.524 -5.791 -0.714
O 3.928 3.001 2.213
H 3.090 2.995 2.707
H 4.569 3.362 2.842
O 5.314 3.114 -0.212
H 4.718 3.299 0.529
H 5.419 2.153 -0.198
O 4.553 -1.626 3.058
H 5.171 -1.470 3.784
H 3.873 -2.196 3.433
O -5.641 -0.743 -1.338
H -6.525 -1.125 -1.415
H -5.183 -1.025 -2.135
O 0.471 -1.847 4.511
H 0.283 -2.793 4.567
H 0.712 -1.700 3.587
O -0.292 5.977 -0.856
H 0.145 6.464 -0.147
H 0.382 5.371 -1.181
O -2.890 4.475 -0.623
H -3.387 3.926 0.023
H -2.077 4.723 -0.168
O 2.762 0.586 -2.587
H 2.183 -0.099 -2.933
H 2.354 0.839 -1.742
O 2.172 -4.624 -0.802
H 2.699 -5.409 -0.612
H 1.888 -4.309 0.062
O 4.065 -2.190 -3.486
H 4.239 -2.604 -2.633
H 3.953 -1.253 -3.284
O -1.637 -3.425 1.290
H -1.498 -2.735 0.638
H -2.547 -3.715 1.155
O 1.601 2.792 3.966
H 0.945 3.263 3.437
H 1.194 2.706 4.837
*
```

* energy above the lowest of the compared OMol25 structures with the same formula, charge and spin: 67.2 kcal per mole
* HOMO: -10.0 eV

These are the Löwdin partial charges, in e, on atoms 1 to 4: atom 1 (Cd): 1.560, atom 2 (C): -0.021, atom 3 (C): -0.483, atom 4 (C): -0.119

***

6.
The following is a quantum chemistry calculation of a structure of composition C9H5BCl3F11N2OPtS2, from the OMol25 dataset.

```
! wB97M-V def2-TZVPD RIJCOSX def2/J DEFGRID3
* xyz 0 3
Pt 0.108 1.162 0.340
F 3.932 -0.795 1.573
C 3.662 0.509 1.676
F 4.720 1.099 2.250
F 2.635 0.629 2.528
C 3.302 1.120 0.290
O 2.088 0.712 -0.126
C 4.345 0.634 -0.766
F 5.606 0.688 -0.310
F 4.278 1.395 -1.865
F 4.104 -0.622 -1.130
C 3.367 2.677 0.390
F 2.771 3.105 1.519
F 4.621 3.149 0.398
F 2.724 3.246 -0.627
S -2.283 0.376 -0.332
C -3.056 1.618 0.472
N -3.270 2.834 -0.008
C -3.986 3.797 0.812
C -3.984 3.244 2.242
S -3.668 1.458 2.093
H -2.910 3.061 -0.924
H -5.003 3.920 0.435
H -3.474 4.758 0.767
H -4.945 3.407 2.723
H -3.196 3.696 2.839
Cl -1.956 0.195 5.450
C -0.276 0.000 4.932
Cl 0.748 1.238 5.671
Cl 0.313 -1.620 5.340
C -0.210 0.157 3.481
N -0.153 0.268 2.347
F -0.481 4.018 -0.307
B -0.396 3.126 0.694
F -0.742 3.652 1.880
*
```

* energy above the lowest of the compared OMol25 structures with the same formula, charge and spin: 15.5 kcal per mole
* HOMO (spin up / spin down): -7.2 / -9.0 eV

These are the natural (NBO) partial charges, in e, on atoms 1 to 4: atom 1 (Pt): 0.804, atom 2 (F): -0.312, atom 3 (C): 0.958, atom 4 (F): -0.317

***

7.
The following is a quantum chemistry calculation of a structure of composition C9H5Cl2NO, from the OMol25 dataset.

```
! wB97M-V def2-TZVPD RIJCOSX def2/J DEFGRID3
* xyz 0 1
C -0.384 1.161 0.651
C -0.644 -0.197 -1.312
C -1.682 0.873 1.068
C -1.995 -0.392 -0.959
C 0.182 0.573 -0.460
C -2.507 0.172 0.166
C 2.679 -1.017 -0.532
C 2.424 -1.464 0.766
C 1.593 0.684 -0.639
N 2.358 -0.214 -1.467
O 3.018 -1.249 1.790
Cl -4.332 0.193 0.269
Cl 2.480 1.854 0.117
H 0.301 1.635 1.413
H -0.039 -0.747 -2.002
H -2.114 1.222 1.973
H -2.825 -0.991 -1.555
H 1.487 -2.096 0.715
*
```

* energy above the lowest of the compared OMol25 structures with the same formula, charge and spin: 78.2 kcal per mole
* HOMO (spin up / spin down): -7.9 / -8.9 eV

These are the natural (NBO) partial charges, in e, on atoms 1 to 4: atom 1 (C): -0.149, atom 2 (C): -0.160, atom 3 (C): -0.228, atom 4 (C): -0.246

***

8.
The following is a quantum chemistry calculation of a structure of composition C9H5F8N3NiO5S3Se, from the OMol25 dataset.

```
! wB97M-V def2-TZVPD RIJCOSX def2/J DEFGRID3
* xyz -2 1
Ni -0.452 0.204 -0.005
O -0.133 -0.646 1.612
N 1.085 -0.509 2.149
C 1.354 -1.291 3.214
C 2.553 -1.206 3.865
C 3.497 -0.295 3.391
C 3.211 0.477 2.293
C 1.977 0.371 1.629
S 1.539 1.261 0.236
H 0.572 -1.990 3.459
H 2.757 -1.893 4.675
H 4.463 -0.214 3.873
H 3.925 1.180 1.889
F -0.216 1.034 -4.562
C -0.718 2.153 -4.032
F 0.292 2.946 -3.685
F -1.432 2.775 -4.978
S -1.803 1.731 -2.599
O -0.853 1.068 -1.727
O -2.848 0.958 -3.185
N -2.363 3.103 -2.111
S -1.618 4.178 -1.215
O -0.228 3.937 -0.979
O -2.050 5.489 -1.606
C -2.433 3.916 0.418
F -3.759 4.062 0.325
F -2.170 2.712 0.905
F -1.980 4.835 1.285
Se 2.770 -5.206 5.229
C 2.258 -4.596 3.587
N 1.930 -4.208 2.543
F -2.167 -1.551 -1.217
C -2.065 -0.782 -0.067
F -3.186 0.044 -0.089
H -2.200 -1.466 0.776
*
```

* energy above the lowest of the compared OMol25 structures with the same formula, charge and spin: 0.0 kcal per mole
* HOMO: -2.5 eV

These are the natural (NBO) partial charges, in e, on atoms 1 to 4: atom 1 (Ni): 0.849, atom 2 (O): -0.614, atom 3 (N): -0.001, atom 4 (C): 0.066